Density functional theory data (wB97M-V/def2-TZVPD) for a cluster of 4 separate species, C28H64NO16P3S in total.

```
113
Properties=species:S:1:pos:R:3:lowdin_charge:R:1
C -1.60927 2.81391 4.27680 -0.22
H -4.10842 -7.66665 1.50861 0.11
H -6.10060 -6.36079 1.93230 0.08
P -3.90425 1.84765 -6.66267 0.69
H -4.05214 -0.34315 -8.70366 0.06
H -1.66520 3.00599 -4.63666 0.07
H -4.26408 3.20728 -4.27390 0.10
C 1.50731 3.73944 3.08951 -0.73
H -5.07256 -6.21243 3.36940 0.08
C 7.17404 3.27976 3.11041 -0.08
N -2.91497 2.17197 4.56835 -0.09
H 4.30664 0.68012 6.02198 0.13
C 10.29711 -1.52454 0.65049 -0.08
H 3.10690 -0.42188 6.95336 0.13
H -1.19116 0.04837 2.95485 0.08
H -1.43066 3.01438 3.15996 0.12
H -2.17999 4.10570 -3.34391 0.08
H -5.99547 0.95428 -8.48074 0.10
H 9.20888 3.08725 2.40898 0.11
H -1.65528 3.86266 4.75278 0.13
O -3.34092 1.26283 -5.36496 -0.23
H 4.55759 1.15969 -1.41553 0.08
C -5.94810 2.04148 -8.35400 -0.31
O -3.11120 -5.51143 -1.82507 -0.20
H -5.04881 -2.03320 -1.32384 0.12
O -4.59309 2.43069 -8.12413 -0.20
H -2.68026 0.04417 4.98548 0.14
H -2.79232 -0.43036 2.21763 0.08
C 2.61544 2.55909 5.57765 -0.33
H 11.04262 -1.87552 -0.06696 0.08
O 8.05946 -0.62028 0.84998 -0.23
H -1.25773 -4.90908 -2.51459 0.10
C -5.15004 -5.97147 2.30652 -0.08
C -2.25674 0.42401 2.73914 -0.08
H -4.09922 4.85586 -4.84744 0.11
H -2.65311 -1.05163 -9.51929 0.08
C 5.30948 1.30321 0.60323 -0.30
H -1.11728 0.41300 -8.31906 0.12
H -1.63660 -7.67355 -1.24169 0.09
H -0.80729 -6.30780 -0.49969 0.07
O 8.31303 1.22122 2.52358 -0.23
H 3.30605 2.28786 4.70457 0.11
H 10.69283 -0.64377 1.16037 0.07
H -5.19557 -4.88578 2.19844 0.07
O 6.32309 0.75162 1.44346 -0.21
C -2.98860 0.74066 4.12373 -0.22
H 8.92648 2.43618 4.02459 0.12
H 2.11608 -1.25714 4.80965 0.08
O -2.50772 1.66393 -7.53292 -0.23
O 1.07833 2.94736 2.01806 -0.18
H 3.84957 -0.99022 4.29348 0.09
H -1.68431 4.73251 -4.92660 0.08
C -3.28490 2.28861 5.97349 -0.41
H -6.26167 2.49773 -9.29680 0.12
H -3.55956 -2.01452 -0.37648 0.10
C -4.08417 -2.52830 -1.18806 -0.30
H -6.63198 1.97788 -6.29751 0.07
O 9.32360 1.34650 0.35947 -0.23
H 2.60790 0.29052 3.90081 0.07
C -3.65444 3.85819 -4.90517 -0.30
S 1.05361 3.34770 4.85224 1.18
H 9.11279 -0.64206 -0.94414 0.10
O -3.06703 -4.14154 1.12223 -0.23
H 6.40801 2.67170 3.59726 0.07
C 3.22040 0.30035 6.08339 -0.22
H -4.56824 0.73753 7.06489 0.09
C -4.69785 1.66238 6.41206 -0.02
H 6.32325 1.11882 -1.30428 0.07
H -2.26579 -2.79517 -2.32538 0.06
H -7.91427 2.25177 -7.48557 0.08
C -3.99369 -6.57906 1.53238 -0.30
H 5.39136 -0.30197 -0.83817 0.09
H 4.34339 1.03378 1.03856 0.12
O -3.71111 3.44560 -6.26605 -0.22
H -2.16704 -0.33453 -7.11309 0.11
C -2.14773 0.35900 -7.95947 -0.30
H 7.29103 4.21477 3.66256 0.08
H -4.10620 0.51628 3.95413 0.11
C -0.33914 2.08723 4.92126 -0.29
H -3.03453 -6.37650 2.01483 0.10
C 8.49368 2.53468 3.02589 -0.30
H 3.16799 3.34227 6.19989 0.13
H -0.10975 -7.07674 -1.93253 0.08
C 8.97554 -1.24338 -0.04235 -0.30
H 5.38447 2.39562 0.61891 0.11
H -3.73685 -3.07680 -3.25330 0.08
O 2.28200 1.39881 6.35737 -0.22
H 10.16554 -2.29367 1.41636 0.08
O -4.35264 -3.87300 -0.82532 -0.24
H -1.98177 -6.29684 -3.33229 0.12
C -1.04774 -6.77983 -1.45879 -0.09
C -6.87626 2.48369 -7.23820 -0.09
H -6.78238 3.55746 -7.06279 0.09
P -3.09988 -4.79818 -0.26282 0.70
H -3.14333 0.62292 -9.86350 0.08
C -3.29197 -2.44655 -2.48003 -0.08
H 0.02875 1.17177 4.36049 0.09
H -5.33531 2.43391 6.97166 0.10
H -3.24525 -1.41756 -2.84336 0.08
H 6.80557 3.52453 2.10959 0.06
O 2.23537 4.73181 2.78133 -0.06
C -1.82411 -5.83309 -2.35484 -0.31
C -3.04619 -0.13207 -9.08021 -0.08
H -5.31566 1.35631 5.49680 0.07
H -0.46362 1.85181 6.03124 0.11
O -3.99197 -6.12233 0.18508 -0.22
O -2.62367 2.86850 6.86121 0.03
P 7.93716 1.03214 0.92577 0.69
H -2.20386 1.32254 2.03904 0.09
C 5.39589 0.79012 -0.82163 -0.08
C 2.92492 -0.45892 4.70436 -0.08
H 8.52831 -2.18919 -0.36203 0.11
C -2.21699 3.92315 -4.42038 -0.07
```

Values from the calculation:
HOMO-LUMO gap, Ha: 0.258
Largest force on an atom, eV/A: 10.03
E_LUMO, hartree: -0.06511
HOMO, Ha: -0.3236

Density functional theory data (wB97M-V/def2-TZVPD) for a structure of composition C28H65GaN4O9PS.

```
109
Properties=species:S:1:pos:R:3:lowdin_charge:R:1
H -1.66219 0.64367 -10.60141 0.09
H 3.51250 -0.03261 2.20092 0.02
C 3.21467 6.80183 -8.14321 -0.03
H -2.68701 -1.55618 5.86115 0.10
H 3.85862 -6.27306 1.27574 0.09
C 0.48560 3.34894 -3.95711 -0.04
C 2.34545 -3.95348 0.87467 -0.04
O -0.42099 0.65742 -0.64882 -0.19
H 2.23075 1.45800 -9.82950 0.08
H 4.28969 6.18941 -5.64790 0.09
O 1.43032 0.83359 -2.19823 -0.30
S 0.82808 -0.07178 -1.28574 0.55
H -0.98332 2.13134 -11.29949 0.09
H 1.97952 -4.78603 0.27971 0.09
C -3.48287 -3.97247 6.86933 -0.21
H -2.09181 -3.77823 5.24347 0.10
H 3.06192 1.27282 -0.50436 0.07
H -1.31576 -4.08808 6.79468 0.11
H -5.92124 -3.60758 5.52870 0.12
H 0.04245 -1.33753 6.85971 0.11
C 1.30855 1.84485 -10.25695 -0.05
H 1.54729 2.43950 -11.14102 0.09
H -4.11090 -5.94797 6.31811 0.11
H -1.53314 -0.15122 4.58626 0.11
H -0.94228 0.55626 6.06715 0.11
C -4.26809 -4.93427 5.96276 -0.21
H -8.09464 -3.43549 7.48741 0.12
H 1.50307 -3.37960 1.26239 0.10
C -2.11028 -3.54122 6.30208 -0.21
H -6.52377 -5.91876 7.40298 0.12
H 5.73642 5.40967 -6.31131 0.08
H -0.02477 -2.23815 5.36063 0.11
H -6.05152 -4.32240 8.01028 0.11
H 3.00670 6.39530 -9.13285 0.09
H 4.28227 -3.95979 3.62681 0.13
H 0.52269 1.53414 1.55919 -0.01
C 5.60767 6.76177 -8.45797 -0.37
C -1.92007 -2.04310 6.45746 -0.23
H 1.01936 2.40121 -3.93206 0.07
O 0.36445 -1.29014 -1.85791 -0.30
O 0.49127 5.24656 -7.01261 -0.02
P 2.35549 4.11250 0.80443 0.51
C 4.68699 5.62940 -6.49688 -0.06
O -8.84764 -5.36791 7.61876 -0.19
H 1.46470 -0.11687 5.04479 0.11
H -0.93496 0.60373 -12.20979 0.09
C -9.59397 -4.87116 8.70586 -0.12
H -4.05306 -3.08435 7.11939 0.10
H -3.85634 -4.87479 4.95999 0.10
H -0.19512 0.95375 0.26967 0.00
H 2.95239 -3.29788 0.25185 0.08
H 1.42703 -0.44236 1.01114 0.07
C 0.65621 1.86792 4.68649 -0.33
H 3.74798 4.25926 0.52795 -0.06
H 3.15484 7.88931 -8.20198 0.09
H 4.13980 4.68843 -6.58473 0.09
H 2.47338 6.43087 -7.44255 0.05
O 3.52246 -2.31527 2.70352 0.03
H 1.82384 3.90578 -0.50657 -0.07
H 3.98699 -6.03543 3.02809 0.08
C -0.55681 -1.51273 5.97079 -0.21
C 3.45598 0.81334 1.52611 -0.27
C 0.67918 4.88169 -5.85891 -0.36
Ga 1.95018 2.13882 2.04502 0.40
C 1.92345 -0.47251 0.05304 -0.27
H -2.08060 -1.73219 7.48711 0.11
H 0.81486 2.48388 -9.52212 0.08
C 3.18989 0.36504 0.07370 -0.31
N 3.15229 -4.43478 1.98179 -0.20
H 6.56637 6.40587 -8.03933 0.13
C 1.92651 2.42873 4.05469 -0.28
C -0.70156 -0.16100 5.28492 -0.22
H 4.38318 1.37805 1.56240 0.04
H -0.45531 3.23612 -3.41748 0.10
H 0.01858 2.56802 -7.05543 0.08
H -1.45355 3.39421 -6.53620 0.09
H 1.94107 3.49983 4.23060 0.04
C 3.36292 -5.85558 2.15503 -0.06
H -8.98241 -4.27187 9.37884 0.08
H -9.97573 -5.72140 9.26276 0.08
H 0.63369 2.11583 5.74969 0.10
C -0.86289 1.05412 -11.21911 -0.04
C 0.58309 0.34465 4.61075 -0.24
H -0.86510 1.98065 -5.63068 0.09
C 0.76468 -0.53855 -10.44374 -0.36
H 2.19856 -1.49948 -0.11756 0.06
H -0.24650 2.24216 4.21272 0.10
H 1.76232 -0.66394 -9.98785 0.13
H 2.40635 -6.36389 2.29532 0.09
O 0.06203 -1.48505 -10.74264 0.01
N 4.54733 6.40302 -7.71445 -0.20
N 0.42854 0.75230 -10.62752 -0.20
O 5.55097 7.40858 -9.48795 0.00
H -3.28215 -4.49334 7.80160 0.10
C -6.49429 -4.85861 7.17569 -0.18
N 0.22100 3.74119 -5.33556 -0.19
H 1.26513 5.48021 -5.14004 0.13
C -7.95438 -4.41813 7.04378 -0.23
C -0.56606 2.86667 -6.18371 -0.04
H 2.77975 1.93297 4.50752 0.04
O 1.74338 5.37097 1.37075 -0.62
H 1.08721 4.10600 -3.45916 0.08
C 3.67983 -3.51483 2.81453 -0.34
C -5.74563 -4.62137 5.87895 -0.23
H 4.03563 -0.18372 -0.33389 0.10
H -10.44562 -4.27658 8.37637 0.08
H -8.20499 -4.34184 5.98807 0.12
H -6.17751 -5.28919 5.13659 0.11
H 0.50149 0.07559 3.56161 0.08
```

Values from the calculation:
Net charge: -1
HOMO-LUMO gap, Ha: 0.262
Largest force on an atom, eV/A: 1.42
E_LUMO, hartree: 0.07322
HOMO, Ha: -0.1887

Q: Look up the largest force on an atom of the second one.
A: 1.42 eV/A